(1)
Computed, not measured: C6H14NOPS in the gas phase, with ωB97M-V/def2-TZVPD.

Last column: natural (NBO) charge in e.
Atoms and positions in Å:
N  -1.712  2.292  -1.831  -1.318
P  -1.527  2.037  -0.283  1.821
O  -3.041  1.651  0.312  -0.959
S  -0.819  3.715  0.822  -0.299
C  -0.450  0.652  0.383  -0.559
C  -1.045  -0.684  -0.075  -0.405
C  -0.145  -1.959  0.118  -0.395
C  1.308  -1.720  -0.231  -0.411
C  1.791  -0.362  0.318  -0.396
C  0.910  0.829  -0.239  -0.410
H  -0.798  2.244  -2.278  0.378
H  -3.517  2.065  -0.438  0.503
H  -0.657  2.878  1.816  0.128
H  -0.383  0.641  1.425  0.223
H  -1.100  -0.711  -1.086  0.206
H  -2.008  -0.887  0.429  0.225
H  -0.560  -2.789  -0.467  0.216
H  -0.335  -2.270  1.174  0.196
H  1.967  -2.518  0.203  0.220
H  1.484  -1.656  -1.383  0.202
H  1.565  -0.236  1.352  0.190
H  2.807  -0.020  0.068  0.217
H  1.366  1.819  0.040  0.226
H  0.733  0.785  -1.367  0.200

- E_HOMO: -0.33516 Ha
- ΔE to the lowest compared entry with this formula, charge and spin: 0.0 kcal/mol
- Gap between HOMO and LUMO: 9.8 eV
- E_tot: -30111.1138 eV
- SMILES string: N=[P@](O)(S)C1CCCCC1
- 2S+1: 1

(2)
Computed, not measured: a molecular structure, C6H14NS, with ωB97M-V/def2-TZVPD.

Last column: Löwdin spin population.
Atoms and positions in Å:
C  -1.193  0.468  -1.325  0.004
C  -1.580  1.247  -0.069  0.000
S  -2.779  0.460  1.085  0.006
C  -0.381  -0.784  -0.909  0.090
N  1.479  -0.112  -0.998  0.746
C  4.013  1.264  0.388  0.026
C  0.814  -0.688  0.120  0.075
C  1.319  -2.122  0.436  -0.005
H  -0.657  0.969  -2.122  0.000
H  -2.124  0.035  -1.716  0.001
H  -0.673  1.483  0.494  -0.001
H  -2.011  2.241  -0.251  0.000
H  -0.080  -1.396  -1.754  0.004
H  -1.161  -1.363  -0.345  0.035
H  3.361  1.923  -0.174  0.003
H  3.739  0.214  0.386  0.011
H  5.090  1.383  0.248  0.002
H  3.797  1.607  1.415  0.001
H  0.657  -0.160  1.076  0.007
H  1.902  -2.516  -0.394  -0.002
H  2.044  -2.126  1.274  0.001
H  0.615  -2.922  0.729  -0.002

- E_HOMO (alpha / beta): 0.06852 / 0.07654 Ha
- ΔE to the lowest compared entry with this formula, charge and spin: 64.0 kcal/mol
- Gap between HOMO and LUMO (alpha / beta): 4.3 / 4.0 eV
- E_tot: -18768.1259 eV
- ⟨S²⟩: 0.761
- Charge: -2
- 2S+1: 2

(3)
Computed, not measured: a gas-phase ion, C6H14NS (charge +1), with ωB97M-V/def2-TZVPD.

Last column: natural (NBO) charge in e.
Atoms and positions in Å:
C  -0.617  1.440  0.682  -0.496
C  -1.502  0.749  -0.400  -0.044
C  1.780  0.135  0.140  0.097
C  -2.721  0.126  0.142  -0.605
C  1.137  -1.146  0.530  -0.702
C  3.232  0.112  -0.042  -0.688
N  -0.758  -0.283  -1.111  -0.860
S  1.167  1.631  0.113  0.622
H  -0.926  2.431  0.846  0.245
H  -0.649  0.864  1.587  0.230
H  -1.592  1.681  -1.048  0.184
H  -2.257  -0.372  0.978  0.200
H  -3.023  -0.663  -0.371  0.219
H  -3.466  0.850  0.392  0.240
H  0.270  -1.109  1.191  0.250
H  1.926  -1.708  0.950  0.243
H  0.875  -1.871  -0.250  0.307
H  3.496  1.071  -0.354  0.236
H  3.637  -0.698  -0.808  0.283
H  3.571  -0.126  1.017  0.284
H  -1.350  -1.121  -1.265  0.376
H  -0.706  0.153  -1.993  0.378

- E_HOMO: -0.49974 Ha
- ΔE to the lowest compared entry with this formula, charge and spin: 57.1 kcal/mol
- Gap between HOMO and LUMO: 8.5 eV
- E_tot: -18765.6102 eV
- Charge: +1
- 2S+1: 1

(4)
Computed, not measured: 2 unconnected molecules or ions with the total composition C6H14O, with ωB97M-V/def2-TZVPD.

Last column: natural (NBO) charge in e.
Atoms and positions in Å:
C  1.605  -1.251  -1.531  -0.388
C  1.128  -0.016  -1.417  -0.181
C  1.188  0.792  -0.152  -0.458
C  -0.172  1.212  0.397  -0.049
O  0.075  2.040  1.509  -0.538
C  -1.097  2.505  2.123  -0.246
H  2.041  -1.769  -0.678  0.193
H  1.511  -1.827  -2.449  0.202
H  0.649  0.449  -2.281  0.196
H  1.764  1.710  -0.323  0.221
H  1.711  0.224  0.626  0.211
H  -0.756  1.758  -0.367  0.158
H  -0.769  0.331  0.694  0.164
H  -1.718  3.091  1.427  0.163
H  -0.794  3.150  2.952  0.194
H  -1.706  1.677  2.520  0.164
C  -0.938  -2.817  -0.609  -0.860
H  -0.302  -3.588  -1.055  0.209
H  -1.962  -2.926  -0.968  0.210
H  -0.902  -2.905  0.480  0.210
H  -0.558  -1.840  -0.897  0.225

- E_HOMO: -0.35347 Ha
- ΔE to the lowest compared entry with this formula, charge and spin: 40.6 kcal/mol
- Gap between HOMO and LUMO: 10.7 eV
- E_tot: -8495.1326 eV
- SMILES string: C=CCCOC.C
- 2S+1: 1

(5)
Computed, not measured: 2 unconnected molecules or ions with the total composition C6H14O, with ωB97M-V/def2-TZVPD.

Last column: natural (NBO) charge in e.
Atoms and positions in Å:
C  -1.676  -1.699  -1.337  -0.397
C  -1.142  -0.587  -0.861  -0.167
C  -0.010  -0.561  0.122  -0.451
C  -0.364  0.047  1.469  -0.395
C  -0.651  1.540  1.454  -0.400
C  0.608  2.444  1.430  -0.613
H  -1.412  -2.703  -1.015  0.186
H  -2.442  -1.735  -2.102  0.198
H  -1.429  0.399  -1.214  0.199
H  0.345  -1.591  0.238  0.196
H  0.830  -0.011  -0.310  0.216
H  -1.215  -0.413  1.977  0.209
H  0.457  -0.075  2.182  0.203
H  -1.192  1.857  2.353  0.203
H  -1.324  1.881  0.666  0.197
H  1.421  2.001  0.855  0.202
H  0.936  2.690  2.437  0.205
H  0.392  3.381  0.912  0.208
O  2.441  -1.119  -2.055  -0.936
H  3.000  -1.902  -2.251  0.468
H  1.837  -1.456  -1.376  0.468

- E_HOMO: -0.35890 Ha
- ΔE to the lowest compared entry with this formula, charge and spin: 27.7 kcal/mol
- Gap between HOMO and LUMO: 10.7 eV
- E_tot: -8495.6912 eV
- SMILES string: C=CCCCC.O
- 2S+1: 1

(6)
Computed, not measured: C6H14O in the gas phase, with ωB97M-V/def2-TZVPD.

Last column: natural (NBO) charge in e.
Atoms and positions in Å:
C  -3.490  -0.055  -0.625  -0.604
C  -2.227  -0.325  0.190  -0.388
C  -0.958  -0.150  -0.638  -0.390
C  0.282  -0.369  0.221  -0.411
C  1.598  -0.106  -0.495  -0.053
O  2.616  0.018  0.483  -0.541
C  3.784  0.629  -0.002  -0.245
H  -4.418  -0.182  -0.056  0.210
H  -3.532  -0.729  -1.490  0.201
H  -3.482  0.973  -1.008  0.201
H  -2.165  0.353  1.055  0.195
H  -2.224  -1.344  0.599  0.195
H  -0.973  -0.836  -1.497  0.194
H  -0.944  0.871  -1.046  0.192
H  0.281  -1.378  0.651  0.202
H  0.205  0.321  1.075  0.206
H  1.838  -0.912  -1.215  0.162
H  1.511  0.820  -1.088  0.156
H  4.280  0.013  -0.771  0.164
H  4.490  0.761  0.825  0.192
H  3.558  1.633  -0.394  0.163

- E_HOMO: -0.35967 Ha
- ΔE to the lowest compared entry with this formula, charge and spin: 17.9 kcal/mol
- Gap between HOMO and LUMO: 10.9 eV
- E_tot: -8496.1164 eV
- SMILES string: CCCCCOC
- 2S+1: 1

(7)
Computed, not measured: 2 unconnected molecules or ions with the total composition C6H14O, with ωB97M-V/def2-TZVPD.

Last column: natural (NBO) charge in e.
Atoms and positions in Å:
C  -0.079  -3.151  -1.299  -0.287
C  -0.691  -1.821  -1.260  -0.485
C  -0.429  -1.027  0.030  -0.382
C  -0.546  0.483  -0.177  -0.392
C  -0.146  1.288  1.057  -0.411
C  -0.011  2.768  0.746  -0.050
O  0.344  3.439  1.937  -0.719
H  5.016  -2.957  0.193  0.000
H  -0.496  -3.941  -1.918  0.172
H  0.826  -3.368  -0.741  0.167
H  -0.256  -1.241  -2.106  0.210
H  -1.763  -1.873  -1.500  0.211
H  -1.123  -1.362  0.811  0.202
H  0.582  -1.258  0.390  0.195
H  -1.570  0.744  -0.480  0.197
H  0.106  0.767  -1.017  0.191
H  -0.880  1.159  1.862  0.206
H  0.817  0.929  1.444  0.202
H  0.759  2.903  -0.033  0.152
H  -0.961  3.152  0.337  0.152
H  0.499  4.367  1.725  0.467

- E_HOMO (alpha / beta): -0.37959 / -0.28965 Ha
- ΔE to the lowest compared entry with this formula, charge and spin: 117.7 kcal/mol
- Gap between HOMO and LUMO (alpha / beta): 10.9 / 8.9 eV
- E_tot: -8491.7895 eV
- 2S+1: 1

(8)
Computed, not measured: C6H14O in the gas phase, with ωB97M-V/def2-TZVPD.

Last column: natural (NBO) charge in e.
Atoms and positions in Å:
C  -3.352  -0.088  -0.585  -0.600
C  -2.261  -0.377  0.468  -0.385
C  -0.919  -0.289  -0.160  -0.393
C  0.290  -0.200  0.717  -0.415
C  1.505  0.119  -0.111  -0.046
O  2.597  0.197  0.751  -0.532
C  3.764  0.503  0.057  -0.246
H  -4.316  -0.212  -0.097  0.209
H  -3.259  -0.754  -1.453  0.202
H  -3.307  0.947  -0.945  0.199
H  -2.392  0.343  1.280  0.196
H  -2.399  -1.389  0.838  0.192
H  -0.804  -1.094  -0.900  0.196
H  -1.075  0.665  -0.715  0.187
H  0.469  -1.144  1.236  0.205
H  0.148  0.567  1.486  0.206
H  1.682  -0.648  -0.889  0.157
H  1.364  1.079  -0.635  0.156
H  4.017  -0.250  -0.708  0.161
H  4.554  0.543  0.803  0.192
H  3.695  1.483  -0.439  0.161

- E_HOMO: -0.36116 Ha
- ΔE to the lowest compared entry with this formula, charge and spin: 22.3 kcal/mol
- Gap between HOMO and LUMO: 11.0 eV
- E_tot: -8495.9261 eV
- SMILES string: CCCCCOC
- 2S+1: 1

no.,M (u)
1,179.2
2,132.3
3,132.3
4,102.2
5,102.2
6,102.2
7,102.2
8,102.2